Here is a cluster of 8 separate species, C34H64F18N2O14 in total at a distorted geometry from the Open Molecules 2025 dataset. Energies are from the ωB97M-V functional and the def2-TZVPD basis.

Output
Lowest unoccupied orbital energy = 6.4 eV
E_tot = -116848.6921 eV
Largest force on an atom = 4.20 eV/A
Gap between HOMO and LUMO = 7.00 eV

```
! wB97M-V def2-TZVPD RIJCOSX def2/J DEFGRID3
* xyz -4 1
C -1.80133 -3.71112 2.30057
N -0.82222 -2.94516 1.36550
C 0.44273 -3.83053 1.13910
C -1.57906 -2.74877 0.06017
C -0.50563 -1.64915 1.97309
C 0.41039 -1.71192 3.25510
O 1.77711 -1.73543 2.92923
H -1.24853 -4.00531 3.18597
H -2.14085 -4.63285 1.85492
H -2.68522 -3.07537 2.44890
H 0.74345 -4.03134 2.12506
H 1.22378 -3.16967 0.70651
H 0.11454 -4.60312 0.48213
H -0.91361 -2.40646 -0.72434
H -2.30072 -1.96852 0.30748
H -2.01188 -3.70748 -0.18727
H -1.46176 -1.15007 2.20824
H -0.06693 -1.03758 1.19660
H 0.21704 -2.63842 3.83549
H 0.15200 -0.85227 3.93020
H 2.05450 -0.86475 2.77192
C -0.92654 3.08039 -3.65938
N 0.34597 3.66299 -3.96671
C 0.70699 3.50545 -5.38479
C 0.29430 5.16223 -3.84832
C 1.35423 3.01424 -2.96715
C 2.75860 3.56399 -3.15194
O 3.36529 3.21678 -4.38479
H -0.95135 1.95590 -3.72368
H -1.64917 3.54401 -4.36392
H -1.21844 3.34600 -2.61396
H 1.67582 3.87801 -5.67170
H -0.09388 3.84756 -6.06011
H 0.90768 2.42669 -5.60016
H 1.21422 5.55954 -4.34004
H 0.24636 5.37346 -2.77379
H -0.60971 5.54199 -4.36003
H 1.39523 1.94508 -3.20260
H 1.04315 3.28488 -1.96381
H 3.29803 3.25286 -2.22689
H 2.76847 4.59806 -3.05585
H 3.42380 2.21566 -4.39119
C 4.49427 -2.01287 8.62216
O 3.50029 -3.08698 8.35491
O 5.18645 -2.09996 9.69714
C 5.37425 -2.04023 7.35823
F 6.36912 -1.16700 7.51658
F 5.94474 -3.21264 7.04945
F 4.65544 -1.51432 6.31136
C 2.81988 -3.60839 9.52641
C 1.69860 -2.60984 9.95097
H 1.06057 -3.05033 10.74373
H 2.20605 -1.66127 10.28438
H 0.99903 -2.37696 9.12792
H 3.56557 -3.79578 10.29931
H 2.28742 -4.53086 9.25069
H 3.86285 -1.10956 8.55611
C -3.07532 6.69987 -8.28373
O -2.06951 6.57237 -7.12411
O -3.95775 7.59248 -8.06382
C -2.08161 6.97183 -9.45370
F -2.68378 6.74432 -10.64104
F -1.60251 8.26302 -9.60241
F -0.91065 6.22386 -9.38641
C -2.33253 7.37326 -5.98256
C -1.32822 8.46893 -5.71891
H -1.53853 9.33081 -6.32157
H -1.30813 8.64801 -4.64322
H -0.30552 8.18106 -5.99708
H -2.42339 6.54928 -5.20068
H -3.24975 7.95251 -6.06633
H -3.52472 5.63673 -8.45446
C 3.69871 -0.53047 -4.13423
O 3.58118 -0.87800 -2.73955
O 2.96823 0.54483 -4.53478
C 5.17706 -0.31475 -4.38840
F 5.31608 -0.05753 -5.68908
F 5.63710 0.82679 -3.82376
F 5.98414 -1.31527 -4.00899
C 2.70199 -1.93509 -2.50763
C 1.19612 -1.51786 -2.66588
H 0.54722 -2.31935 -2.27863
H 1.02877 -0.54036 -2.21299
H 0.89285 -1.43350 -3.76952
H 2.79620 -2.20075 -1.43285
H 2.89535 -2.78230 -3.19544
H 3.45155 -1.47446 -4.75165
C 0.91648 5.02689 0.19484
O 1.72273 4.02038 0.85313
O -0.03292 4.65682 -0.67452
C 0.53452 6.06567 1.32216
F 0.04596 7.24328 0.80864
F -0.44400 5.71489 2.19500
F 1.55632 6.49473 2.12698
C 1.30639 2.61287 0.83340
C 0.55377 2.41844 2.05981
H 0.34416 1.30735 2.13802
H 1.02987 2.59840 2.98737
H -0.40981 2.88472 1.94702
H 2.33513 2.19558 0.85048
H 0.80278 2.27786 -0.03239
H 1.72025 5.54874 -0.39599
C -1.56948 -6.36892 -1.69217
O -1.29394 -7.54335 -0.81117
O -1.25179 -5.17695 -1.31037
C -0.81488 -6.67337 -3.04640
F -1.07444 -5.77332 -3.98016
F 0.52113 -6.61251 -2.89021
F -1.12836 -7.87661 -3.63593
C -0.29580 -7.35440 0.17605
C -0.94532 -7.13594 1.54139
H -1.83418 -6.45455 1.53267
H -1.23285 -8.05958 2.14597
H -0.22314 -6.64626 2.14356
H 0.33074 -6.47507 -0.03268
H 0.31108 -8.25991 0.32611
H -2.69561 -6.36430 -1.85172
C -6.16770 -2.17893 3.28096
O -5.30825 -3.17321 4.21147
O -7.31968 -1.88479 3.70776
C -5.18044 -1.02229 3.22431
F -5.02182 -0.36411 4.38244
F -3.83973 -1.44649 2.99158
F -5.45619 -0.18285 2.22058
C -5.49621 -3.04173 5.67459
C -4.06589 -3.25110 6.22774
H -3.44524 -2.67749 5.53540
H -3.93059 -3.01557 7.24601
H -3.72322 -4.27978 6.11332
H -6.23338 -3.78959 5.89027
H -5.99770 -2.14251 6.07026
H -6.05079 -2.74492 2.36471
*
```

Here is a cluster of 6 separate species, C46H55NO21 in total from the Open Molecules 2025 dataset. Energies are from the ωB97M-V functional and the def2-TZVPD basis.

Output
Lowest unoccupied orbital energy = -1.9 eV
E_tot = -93078.5907 eV
Largest force on an atom = 0.71 eV/A
SMILES = O=C1C=C(O)C(=O)C=C1O.O=C1C=C(O)C(=O)C=C1O.O=C1C=C(O)C(=O)C=C1O.O=C1C=C(O)C(=O)C=C1O.O=C1C=C(O)C(=O)C=C1O.CCCCCCCCCCCCCNCCOC
Gap between HOMO and LUMO = 6.62 eV

```
! wB97M-V def2-TZVPD RIJCOSX def2/J DEFGRID3
* xyz 0 1
C 2.02516 -2.53014 5.43008
C 2.37450 -2.89042 3.97958
C 1.44340 -3.93347 3.36329
C 2.00404 -4.51678 2.06378
C 2.12880 -3.47594 0.93106
C 3.55093 -3.28313 0.37709
C 4.22378 -1.98136 0.83769
C 3.94416 -0.81937 -0.10661
C 4.39628 0.54012 0.41724
C 3.66918 1.05783 1.67100
C 2.24917 0.52619 1.78455
C 1.39879 1.25728 2.80677
C -0.08685 0.84868 2.77311
N -0.36849 -0.53359 2.41116
C -0.71030 -0.79947 1.01845
C -1.87780 -1.79167 0.85648
O -2.95110 -1.27887 0.10067
C -3.68248 -0.30794 0.80717
H 1.32307 -1.69769 5.45887
H 2.91888 -2.18246 5.94706
H 1.60861 -3.37826 5.96771
H 3.41273 -3.21241 3.91555
H 2.29191 -1.97825 3.38513
H 1.23872 -4.72988 4.08086
H 0.50164 -3.43219 3.12100
H 1.30774 -5.29214 1.74529
H 2.95729 -5.00989 2.25427
H 1.51238 -3.83744 0.10842
H 1.70054 -2.52660 1.25850
H 4.19615 -4.11738 0.64492
H 3.48248 -3.23739 -0.71097
H 3.90261 -1.75373 1.85501
H 5.30581 -2.12122 0.89042
H 4.52834 -1.02002 -1.00983
H 2.90500 -0.81454 -0.43932
H 5.47552 0.47634 0.56778
H 4.23929 1.26508 -0.38087
H 4.24315 0.83784 2.57175
H 3.58663 2.14244 1.58310
H 2.28713 -0.53490 2.03350
H 1.76486 0.59925 0.80979
H 1.80459 1.16232 3.81495
H 1.43882 2.32140 2.55872
H -0.60704 1.51590 2.08768
H -0.50787 1.04672 3.76157
H 0.36487 -1.14846 2.73023
H 0.15443 -1.20596 0.48041
H -0.95527 0.12978 0.50670
H -1.52202 -2.68439 0.34668
H -2.20405 -2.08577 1.85883
H -4.49968 0.01083 0.16597
H -3.08366 0.57404 1.05390
H -4.09068 -0.71285 1.73691
C 0.62040 5.03827 -3.07470
C 0.87556 3.85258 -2.50894
C 1.94225 3.67924 -1.46132
O 2.08846 2.56497 -0.99060
C 2.73163 4.83349 -1.07403
C 2.47749 6.02070 -1.64094
C 1.39140 6.19755 -2.67212
O 1.22081 7.31978 -3.11344
O 3.14233 7.12855 -1.34972
O 0.21864 2.73910 -2.81276
H -0.14129 5.17551 -3.82170
H 3.50499 4.69481 -0.33158
H 2.74827 7.83255 -1.90061
H 0.60544 2.03633 -2.25622
C -3.43913 7.06859 -4.11011
C -4.60131 7.57534 -4.54646
C -5.85392 6.74262 -4.62863
O -6.85997 7.31251 -5.02446
C -5.79609 5.34920 -4.24764
C -4.63345 4.84015 -3.81319
C -3.38348 5.67853 -3.70707
O -2.38249 5.12801 -3.28421
O -4.48138 3.58110 -3.44367
O -4.75305 8.82896 -4.93845
H -2.53321 7.65518 -4.04457
H -6.69874 4.75948 -4.32617
H -3.54660 3.48134 -3.17536
H -5.68991 8.92817 -5.20217
C 0.56519 -9.25629 1.90062
C 0.62834 -8.39695 2.92684
C -0.45087 -8.31893 3.97652
O -0.29264 -7.51586 4.87723
C -1.60235 -9.19213 3.85233
C -1.66710 -10.05004 2.82500
C -0.57724 -10.14323 1.78716
O -0.72075 -10.96542 0.90169
O -2.67804 -10.88328 2.63054
O 1.62734 -7.54815 3.11226
H 1.33475 -9.31980 1.14461
H -2.37774 -9.11971 4.60150
H -2.46266 -11.38574 1.82089
H 1.40954 -7.05222 3.92623
C 8.99506 -3.45621 5.30600
C 7.88790 -2.92521 4.77005
C 6.62247 -3.72388 4.59221
O 5.66439 -3.14553 4.11136
C 6.61631 -5.11621 4.99399
C 7.72444 -5.64893 5.52769
C 8.98455 -4.84449 5.72791
O 9.93235 -5.41364 6.23527
O 7.81240 -6.90874 5.92317
O 7.80447 -1.67004 4.35516
H 9.90673 -2.89175 5.43981
H 5.70798 -5.68372 4.84849
H 8.71863 -7.02158 6.27069
H 6.89543 -1.55455 4.01613
C -9.69722 5.97276 -8.92711
C -9.01238 6.60034 -7.95799
C -9.10792 8.09926 -7.76450
O -8.47895 8.60233 -6.85670
C -9.95019 8.85885 -8.67641
C -10.62640 8.22392 -9.64123
C -10.54955 6.73194 -9.81921
O -11.21362 6.24278 -10.71563
O -11.41448 8.83897 -10.51310
O -8.21944 5.94434 -7.12328
H -9.63959 4.90379 -9.07534
H -10.00209 9.92952 -8.53912
H -11.77591 8.13770 -11.08905
H -7.80890 6.56700 -6.48495
*
```

Here is a structure of composition C4H7FO2 at a distorted geometry from the Open Molecules 2025 dataset. Energies are from the ωB97M-V functional and the def2-TZVPD basis.

Output
Lowest unoccupied orbital energy = 0.0 eV
E_tot = -11071.4815 eV
Largest force on an atom = 5.52 eV/A
Energy relative to the best compared isomer or geometry (same formula, charge and spin) = 250.9 kJ/mol
Gap between HOMO and LUMO = 9.98 eV

```
! wB97M-V def2-TZVPD RIJCOSX def2/J DEFGRID3
* xyz 0 1
C 0.79463 0.39004 0.08438
C -1.24003 -0.31636 -1.19768
C 1.20628 0.03305 1.52841
C -0.83312 0.52440 -0.01247
O 1.47138 -0.43916 -0.77996
O 1.61898 -1.14151 1.44548
F -1.63412 0.06372 1.09341
H 1.04612 1.44648 -0.12111
H -2.33374 -0.39390 -1.38966
H -0.88143 0.20481 -2.05874
H -0.89442 -1.29638 -0.98048
H 1.08537 0.54427 2.44208
H -1.07375 1.68888 -0.09769
H 1.66783 -1.30834 0.04403
*
```

Here is a structure of composition C23H40NO4P4STi at a distorted geometry from the Open Molecules 2025 dataset. Energies are from the ωB97M-V functional and the def2-TZVPD basis.

Output
Lowest unoccupied orbital energy (spin up / spin down) = 2.6 / 2.6 eV
E_tot = -105287.8886 eV
Largest force on an atom = 5.47 eV/A
Energy relative to the best compared isomer or geometry (same formula, charge and spin) = 91.3 kJ/mol
Expectation value of S² = 2.0190
Gap between HOMO and LUMO (spin up / spin down) = 4.40 / 7.26 eV

```
! wB97M-V def2-TZVPD RIJCOSX def2/J DEFGRID3
* xyz -1 3
Ti 10.81200 8.45528 9.49411
C 13.92372 9.72015 7.49585
P 12.41352 8.70773 7.42304
C 12.89139 6.91126 7.26894
C 11.83032 9.04034 5.77154
C 10.30501 9.02788 5.87849
P 9.72979 9.81891 7.48761
C 7.92307 10.23615 7.22850
C 10.42318 11.52840 7.42385
H 14.29962 10.03070 6.52976
H 14.76421 9.26302 8.03023
H 13.74554 10.68101 8.00128
H 13.42795 6.70668 6.38159
H 11.98362 6.32510 7.34885
H 13.52997 6.67365 8.14280
H 12.13169 8.30479 5.06318
H 12.21289 10.04194 5.52772
H 9.88237 8.04477 5.82092
H 9.83876 9.63419 5.05470
H 7.86916 10.59623 6.22854
H 7.50993 10.90384 7.97378
H 7.31998 9.30449 7.32148
H 10.05912 12.13636 6.52486
H 11.48242 11.68539 7.42816
H 10.04953 12.13561 8.25026
C 14.39350 8.05308 11.94169
C 14.44990 9.29638 12.54529
C 13.34586 10.14690 12.49493
C 12.29353 9.81392 11.64377
N 12.32255 8.66651 10.93345
C 13.25975 7.75490 11.19503
C 11.03270 10.53171 11.54451
C 10.65344 11.58256 12.42228
C 9.35496 11.97641 12.51654
C 8.37156 11.27471 11.80479
C 8.75699 10.24212 10.97159
C 10.09103 9.95707 10.67639
H 15.21392 7.31182 12.14090
H 15.41867 9.52066 12.95691
H 13.23178 10.98197 13.14384
H 12.99033 6.76907 10.85712
H 11.39809 12.10758 12.97337
H 9.08468 12.80906 13.16259
H 7.30923 11.50153 11.86560
H 8.02041 9.65850 10.46309
C 6.73969 6.58602 4.33972
P 7.17540 6.55863 6.20869
C 8.12995 4.96649 6.23264
C 5.60773 5.97710 7.00549
C 5.72108 6.16839 8.51975
P 5.38260 7.95317 8.95647
C 5.87021 7.73635 10.74021
C 3.59580 8.05912 8.99323
H 7.62521 7.12035 3.86964
H 5.84736 7.17858 4.17589
H 6.63412 5.58602 3.90681
H 7.46342 4.13755 5.97974
H 8.51761 4.83134 7.28521
H 8.98139 4.92452 5.57706
H 5.51531 4.93185 6.73616
H 4.74978 6.52473 6.57609
H 6.78008 5.98150 8.84227
H 5.08174 5.58918 9.19755
H 5.59034 6.71692 11.08432
H 5.47192 8.53687 11.36051
H 6.97673 7.75084 10.60823
H 3.22848 8.30886 7.98725
H 3.30282 8.87391 9.65898
H 3.15827 7.05682 9.22652
O 8.84121 5.15469 9.63792
S 9.61731 6.17237 10.21819
O 9.94824 6.04436 11.63704
O 9.02305 7.57120 9.83213
O 11.02982 6.42994 9.45066
*
```

Here is the ion C3H4I2N3 with charge +1 at a distorted geometry from the Open Molecules 2025 dataset. Energies are from the ωB97M-V functional and the def2-TZVPD basis.

Output
Lowest unoccupied orbital energy = -6.6 eV
E_tot = -23835.0195 eV
Largest force on an atom = 3.65 eV/A
Energy relative to the best compared isomer or geometry (same formula, charge and spin) = 334.9 kJ/mol
Gap between HOMO and LUMO = 5.57 eV

```
! wB97M-V def2-TZVPD RIJCOSX def2/J DEFGRID3
* xyz 1 1
C 0.03991 0.99294 0.90879
C -1.00581 0.44053 0.20774
C 2.41770 1.09515 0.71190
N -0.70569 -0.78544 -0.22711
N 1.22664 0.57486 0.46950
N -1.34670 -1.62131 -0.95003
I -2.84858 1.38214 -0.05161
I 4.18079 0.38241 -0.20428
H 0.22668 1.90642 1.54885
H 1.03480 -0.16050 -0.22653
H -2.23034 -1.56715 -1.42230
H -0.98940 -2.64006 -0.76493
*
```